Formula: C7H9Cl2N3S
Source: the OMol25 dataset
Level of theory: ωB97M-V with the def2-TZVPD basis set

Bonds (Å) are listed after each position.
Element x y z (Å)
1 C 0.7117 2.8494 -0.5108  C2 1.488, H14 1.101, H15 1.145, H16 1.141
2 C 0.1952 1.6556 -1.2334  C1 1.488, C3 1.508, H17 1.124, H18 1.097
3 C -1.1495 1.2286 -0.6996  C2 1.508, C4 1.505, H19 1.105, H20 1.073
4 C -1.6883 -0.1016 -1.1516  C3 1.505, S5 1.837, H21 1.059, H22 1.089
5 S -0.6121 -1.5672 -1.4134  C4 1.837, C6 1.733
6 C 0.1925 -1.9509 0.0731  S5 1.733, N7 1.333, N13 1.306
7 N -0.5711 -1.7093 1.1388  C6 1.333, C8 1.370
8 C -0.0341 -2.1100 2.3334  N7 1.370, Cl9 1.675, N10 1.345
9 Cl -0.8290 -1.7763 3.7692  C8 1.675
10 N 1.2074 -2.6221 2.4145  C8 1.345, C11 1.401
11 C 1.8353 -2.8512 1.1835  N10 1.401, Cl12 1.727, N13 1.289
12 Cl 3.4010 -3.5416 1.4139  C11 1.727
13 N 1.3758 -2.5017 0.0309  C6 1.306, C11 1.289
14 H 1.7901 3.0176 -0.6590  C1 1.101
15 H 0.1211 3.8037 -0.7397  C1 1.145
16 H 0.5915 2.6929 0.6133  C1 1.141
17 H -0.0841 1.9410 -2.2840  C2 1.124
18 H 0.9002 0.8168 -1.2803  C2 1.097
19 H -0.9355 1.0975 0.3766  C3 1.105
20 H -1.8704 2.0139 -0.8218  C3 1.073
21 H -2.4080 -0.3410 -0.4121  C4 1.059
22 H -2.1396 -0.0441 -2.1414  C4 1.089

Calculated values
max |F|: 0.078 Eh/bohr
energy above the lowest of the compared OMol25 structures with the same formula, charge and spin: 10.7 kcal per mole
SMILES: CCCCSc1nc(Cl)nc(Cl)n1
DFT total energy: -47754.9631 eV
HOMO-LUMO gap: 0.3363 hartree

Löwdin population analysis, charges in e, atoms 1 to 8:
1. C -0.136
2. C -0.319
3. C -0.289
4. C -0.450
5. S 0.985
6. C -0.699
7. N 0.065
8. C -0.816